This record from OMol25 describes a 8-piece molecular cluster, C39H52N8O14 overall at a distorted geometry. The level of theory is ωB97M-V/def2-TZVPD.

```
113
Properties=species:S:1:pos:R:3:forces:R:3:mulliken_charge:R:1
C -3.307 -0.217 2.120 0.28 3.01 -3.44 -2.288
C -4.251 -0.460 0.906 0.28 4.54 -0.84 1.328
C -4.399 0.892 0.064 -2.09 -1.77 -0.26 -1.369
C -4.899 0.675 -1.391 -0.25 4.27 1.39 -1.206
C -3.867 -0.072 -2.092 1.14 0.14 -0.12 -0.246
C -3.820 -1.519 -1.472 2.25 0.67 -2.96 2.120
N -3.625 -1.444 0.001 1.10 -5.15 3.19 1.143
O -3.046 -2.425 0.551 -2.05 4.19 -2.37 -0.357
C -2.512 -2.069 -2.070 -4.17 10.94 4.86 -4.827
C -4.994 -2.392 -1.762 8.91 -2.85 -6.89 -2.127
C -5.650 -0.764 1.399 -2.12 -3.37 -2.37 -1.478
H -3.617 0.625 2.724 -0.61 0.37 -0.16 0.504
H -2.305 0.085 1.730 -0.40 -1.10 0.63 0.280
H -3.503 -1.040 2.644 0.75 -3.48 2.68 0.808
H -3.519 1.431 0.127 2.06 0.98 -0.31 0.442
H -5.125 1.446 0.619 -0.42 0.48 0.36 0.606
H -5.150 1.673 -1.871 1.67 -0.20 0.47 0.408
H -5.947 0.542 -1.440 -1.26 -2.38 0.21 0.510
H -2.849 0.477 -1.935 -1.60 -1.22 0.02 -0.224
H -4.010 0.005 -3.180 0.01 -1.09 0.28 0.764
H -1.782 -1.592 -1.506 1.78 1.20 0.69 0.459
H -2.265 -2.007 -2.992 0.45 2.29 -6.80 1.207
H -2.307 -2.911 -2.015 2.20 -14.63 2.45 1.828
H -5.773 -2.301 -1.337 -10.37 2.02 5.62 0.609
H -4.848 -3.461 -1.856 1.15 -0.73 1.69 0.478
H -5.120 -2.472 -2.842 -0.45 1.68 -0.46 0.494
H -6.362 -1.243 0.605 1.57 0.69 0.66 0.317
H -6.337 0.048 1.650 1.10 0.22 0.80 0.365
H -5.555 -1.621 2.058 -0.41 0.36 0.92 0.424
N 0.002 0.877 0.058 -1.27 1.44 0.19 0.361
O 0.204 2.137 0.303 -0.07 -3.04 -0.59 -0.578
O 0.333 -0.021 0.874 0.05 1.05 -0.69 -0.193
O -0.675 0.547 -0.982 1.01 0.36 1.10 -0.468
C 3.754 0.708 -3.992 1.10 0.55 1.63 -0.339
C 2.669 0.189 -3.168 -2.48 -0.64 -7.67 -1.263
C 1.429 -0.283 -3.850 2.43 1.49 -2.35 0.174
C 1.344 -0.092 -5.361 2.88 0.16 1.20 0.034
C 2.503 0.395 -6.160 3.47 -1.73 1.86 -0.390
C 3.879 0.687 -5.402 -10.48 -2.29 3.36 -0.823
N 0.080 -0.395 -6.114 -1.02 1.58 0.14 1.033
O -0.937 -0.797 -5.443 3.06 0.88 -2.47 -0.556
O 0.104 0.002 -7.310 -0.91 -1.73 3.01 -0.541
H 4.647 1.257 -3.431 -1.83 -1.60 -1.01 0.200
H 2.512 0.177 -2.182 0.53 0.23 3.87 1.183
H 0.570 -0.703 -3.279 0.78 0.61 -0.61 0.311
H 2.761 0.240 -7.289 -1.70 0.62 2.14 0.323
H 4.759 0.949 -5.720 4.37 1.53 -2.85 0.642
C -0.001 2.656 -3.626 7.79 2.81 4.75 -0.641
C 1.532 3.112 -3.541 -5.09 -1.39 -7.25 -1.005
C 2.093 3.312 -4.850 -3.43 1.53 0.82 -0.238
C 1.277 3.541 -6.069 -4.52 -1.83 2.51 -0.216
C -0.251 3.120 -6.027 8.91 0.78 7.52 -0.710
C -0.726 2.614 -4.672 -0.02 1.05 -9.19 0.115
N 1.873 4.163 -7.271 -3.66 0.25 -1.31 0.958
O 1.076 4.722 -8.108 2.12 -1.44 2.42 -0.589
O 3.046 4.033 -7.417 1.40 0.21 -0.24 -0.567
H -0.395 2.670 -2.682 -1.20 -1.20 2.35 0.681
H 2.193 3.254 -2.768 0.66 -0.07 2.26 0.647
H 3.059 3.699 -4.767 1.68 0.28 -0.78 0.588
H -0.723 3.002 -6.863 -3.07 -0.32 -4.78 0.605
H -1.578 2.044 -4.881 -1.88 -0.32 0.96 0.355
C -1.393 2.145 5.027 2.23 6.50 -4.96 -0.912
C -0.844 2.328 3.527 0.78 3.61 2.15 0.210
C -0.302 3.672 3.055 -3.29 -1.17 6.39 -0.728
C -0.467 4.875 4.079 -1.65 -4.71 2.87 -0.013
C -1.000 4.689 5.504 0.45 -4.79 -4.33 -0.360
C -1.497 3.304 5.851 1.35 1.19 -0.17 -0.584
N -0.178 6.200 3.751 1.13 4.14 -0.29 0.901
O -0.212 7.131 4.653 0.00 -3.07 -2.60 -0.587
O 0.108 6.428 2.565 -0.37 -0.17 1.66 -0.560
H -1.741 1.241 5.271 -1.20 -3.27 1.21 0.847
H -0.728 1.504 2.774 -0.13 0.66 1.12 0.214
H 0.178 3.716 2.120 0.30 0.48 -1.01 0.747
H -0.976 5.335 6.355 0.00 0.99 -0.42 0.428
H -1.841 3.252 6.936 0.33 -0.39 -1.70 0.291
C 3.214 -0.704 2.164 6.32 -0.80 -2.92 -0.035
C 4.174 -0.236 1.062 0.19 -4.67 1.60 -0.679
C 5.325 -1.274 0.758 -1.09 1.91 1.71 -0.540
C 5.719 -2.279 1.740 -2.17 0.30 2.08 0.198
C 4.887 -2.639 2.958 -1.52 2.71 -5.29 -0.784
C 3.586 -1.822 2.926 6.46 -0.19 -3.44 -0.556
N 7.016 -3.058 1.528 -0.38 -0.39 -3.43 0.878
O 7.222 -4.077 2.162 -0.16 1.27 0.22 -0.554
O 7.667 -2.744 0.491 -1.03 -0.30 2.59 -0.565
H 2.406 -0.138 2.432 -2.13 1.28 0.34 0.731
H 3.946 0.692 0.458 0.49 -1.49 0.59 0.465
H 5.976 -1.237 -0.169 -0.90 0.39 1.40 0.363
H 4.996 -3.637 3.469 0.07 1.67 -0.23 0.356
H 3.061 -2.106 3.675 -4.17 -1.59 4.75 0.682
C 0.476 -3.239 0.339 0.26 -0.85 3.28 0.749
O -0.268 -3.522 1.324 0.62 0.81 -2.44 -0.745
N 1.754 -3.687 0.363 1.08 1.08 -0.13 0.225
C 2.762 -3.466 -0.660 -0.78 3.78 -0.13 -0.757
C 2.254 -4.618 1.510 -3.24 2.79 -2.57 -1.178
H 0.209 -2.553 -0.484 0.03 -0.32 0.08 -0.127
H 2.427 -2.923 -1.574 -0.55 -0.11 0.78 0.068
H 3.005 -4.368 -1.031 1.49 -3.30 -1.18 0.594
H 3.663 -2.865 -0.370 -0.80 -0.78 0.41 0.117
H 3.284 -4.693 1.386 1.83 0.26 0.35 0.383
H 1.817 -5.444 0.989 -0.53 -1.70 1.69 0.584
H 1.824 -4.078 2.382 0.42 -1.56 -0.14 0.087
C -1.496 -1.466 6.096 4.80 4.91 6.16 -0.140
O -1.471 -0.910 7.255 -1.16 -1.49 -2.64 -0.665
N -0.381 -1.314 5.363 -1.65 1.42 -0.13 0.234
C -0.432 -1.902 4.050 4.99 0.14 2.09 -1.147
C 0.740 -0.446 5.694 -0.23 2.31 1.65 -0.373
H -2.290 -2.041 5.846 -2.37 -1.96 -1.60 0.546
H -1.360 -2.115 3.804 -4.20 -1.24 -1.46 0.471
H 0.162 -2.710 4.377 0.40 -2.39 -1.53 0.639
H 0.133 -1.422 3.293 0.13 1.04 -0.74 0.021
H 1.638 -0.801 5.203 -0.09 0.23 -0.79 0.082
H 1.110 -0.367 6.763 -1.26 -0.85 -0.81 0.282
H 0.465 0.683 5.516 0.81 -2.17 -0.31 0.120
```
Forces are in eV/Å.

## Properties
- energy above the lowest of the compared OMol25 structures with the same formula, charge and spin (kJ/mol) = 212.8
- total energy (eV) = -81832.410
- charge = 0
- frontier orbital gap (eV) = 4.80
- HOMO level (eV) = -8.84

=====

This record from OMol25 describes C39H53N8Ti as an isolated structure at a distorted geometry. The level of theory is ωB97M-V/def2-TZVPD.

```
101
Properties=species:S:1:pos:R:3:forces:R:3:mulliken_charge:R:1
Ti 0.094 0.126 -0.135 1.12 -0.14 1.32 0.311
C 1.432 -2.331 2.150 0.00 0.43 0.15 0.993
C 1.928 -2.800 0.910 0.21 0.21 -0.18 0.967
C 2.388 -1.717 0.178 0.23 -0.24 0.11 0.839
C 2.114 -0.497 0.924 0.46 -0.07 0.20 1.748
C 1.582 -0.952 2.200 0.13 -0.31 0.10 0.718
C 1.573 -0.179 3.495 -0.04 -0.18 -0.35 -1.992
C 3.129 0.645 0.904 -0.10 -0.11 0.02 -1.966
C 3.285 -1.854 -1.021 -0.16 0.02 0.25 -1.695
C 2.060 -4.254 0.584 0.05 0.16 0.03 -2.049
C 0.914 -3.222 3.236 0.14 0.14 -0.19 -2.027
H 0.586 -0.083 3.956 -0.09 0.10 0.04 0.095
H 2.003 0.810 3.363 -0.01 0.12 0.04 0.248
H 2.201 -0.704 4.219 -0.01 0.06 0.08 0.565
H 2.733 1.625 0.636 0.13 -0.03 -0.02 0.101
H 3.936 0.420 0.207 0.06 0.03 -0.05 0.284
H 3.588 0.738 1.889 0.07 0.13 0.03 0.518
H 2.828 -1.559 -1.965 0.01 0.04 -0.11 -0.016
H 3.595 -2.891 -1.121 0.04 -0.07 -0.06 0.450
H 4.193 -1.259 -0.893 0.04 0.01 -0.07 0.456
H 2.182 -4.423 -0.482 -0.03 -0.08 -0.04 0.516
H 1.184 -4.805 0.921 -0.03 -0.12 -0.04 0.356
H 2.928 -4.676 1.099 0.04 -0.09 0.00 0.427
H -0.044 -3.667 2.958 -0.14 -0.09 0.06 0.162
H 0.782 -2.680 4.170 -0.07 0.02 0.09 0.429
H 1.612 -4.039 3.416 0.00 -0.13 0.08 0.487
N 0.092 1.892 1.577 -0.37 -0.27 0.09 0.048
C 0.979 2.971 1.385 0.30 0.67 -0.24 -0.149
C 1.775 3.424 2.429 -0.08 -0.14 -0.06 -0.605
C 2.725 4.406 2.222 0.06 -0.04 -0.09 -0.850
C 2.872 4.959 0.963 0.10 0.14 0.07 -1.125
C 2.039 4.562 -0.065 -0.05 -0.12 0.05 -0.940
C 1.070 3.579 0.121 0.13 -0.14 0.39 1.355
C 0.147 3.234 -0.977 -0.24 -0.36 -0.26 0.111
C -0.343 4.318 -1.718 -0.09 0.04 -0.06 -0.384
C -1.216 4.135 -2.769 0.02 0.08 -0.01 -1.419
C -1.624 2.846 -3.077 0.01 -0.11 -0.01 -0.646
C -1.162 1.782 -2.323 0.06 0.09 -0.29 0.290
C -0.251 1.905 -1.257 -0.13 1.08 -0.42 0.846
H 0.120 1.574 2.542 -0.17 0.02 -0.18 0.221
H -0.863 2.139 1.309 0.19 -0.03 0.21 0.726
H 1.654 2.988 3.411 -0.01 -0.04 0.10 0.508
H 3.360 4.721 3.034 0.06 0.07 0.14 0.422
H 3.622 5.713 0.786 0.12 0.10 -0.02 0.410
H 2.146 5.008 -1.045 0.00 0.02 -0.04 0.514
H -0.070 5.323 -1.421 0.04 0.04 -0.04 0.604
H -1.600 4.980 -3.325 0.00 0.06 0.01 0.348
H -2.328 2.687 -3.885 -0.04 -0.08 0.00 0.492
H -1.565 0.800 -2.566 0.02 0.06 0.05 -0.058
C 1.390 1.682 -4.378 -0.05 0.18 -0.29 -1.353
N 1.562 0.735 -3.302 -0.48 -0.82 0.21 0.682
C 2.514 1.148 -2.299 0.21 -0.07 0.25 -0.712
C 0.753 -0.356 -3.153 0.35 0.59 -0.88 -1.655
N 0.456 -0.855 -1.964 -0.25 0.19 -0.19 1.094
C 0.161 -2.215 -1.831 -0.25 -1.24 -0.23 -0.011
C 0.702 -3.177 -2.692 0.01 0.03 0.28 0.164
C 0.384 -4.518 -2.583 -0.08 -0.15 -0.01 -1.023
C -0.455 -4.943 -1.568 -0.11 0.00 -0.02 -1.177
C -0.941 -4.024 -0.659 0.14 0.08 -0.08 -0.093
C -0.654 -2.660 -0.761 0.09 -0.64 -0.59 -0.397
N -1.112 -1.755 0.195 0.46 0.63 -0.35 0.880
C -2.323 -1.891 0.682 -0.87 -0.27 0.44 -1.152
N -2.675 -1.434 1.912 0.31 -0.16 -0.58 0.518
C -4.009 -0.953 2.196 -0.31 0.04 0.09 -1.203
C -1.680 -0.993 2.854 0.27 -0.17 0.08 -1.103
N -3.356 -2.492 -0.010 0.41 0.16 0.20 0.574
C -3.457 -2.358 -1.438 0.07 0.08 -0.23 -0.536
C -4.191 -3.504 0.590 -0.09 -0.02 0.07 -1.292
N 0.244 -0.841 -4.347 0.23 0.13 0.72 0.629
C 1.076 -1.025 -5.517 0.08 0.07 -0.10 -1.309
C -1.020 -1.524 -4.423 -0.31 -0.10 0.05 -0.778
H 1.210 2.678 -3.966 0.00 -0.06 0.10 0.407
H 0.530 1.411 -4.979 -0.04 0.04 -0.06 0.447
H 2.278 1.726 -5.015 0.01 -0.02 -0.01 0.319
H 3.536 0.969 -2.655 -0.06 -0.05 0.08 0.423
H 2.343 0.586 -1.385 0.21 0.07 -0.13 -0.253
H 2.412 2.214 -2.082 -0.14 -0.13 -0.01 0.440
H 1.396 -2.876 -3.463 0.04 0.12 -0.04 0.331
H 0.796 -5.228 -3.285 0.08 -0.04 -0.04 0.373
H -0.712 -5.988 -1.465 0.03 -0.08 0.02 0.383
H -1.544 -4.366 0.171 -0.01 0.01 0.07 0.610
H -4.638 -1.015 1.314 0.02 0.02 0.04 0.388
H -3.950 0.098 2.488 0.00 -0.06 -0.07 0.403
H -4.458 -1.520 3.016 -0.02 -0.06 0.01 0.271
H -0.693 -1.240 2.460 -0.14 0.09 0.21 -0.384
H -1.837 -1.501 3.812 0.04 0.08 0.00 0.502
H -1.766 0.088 3.017 0.02 -0.08 -0.09 0.394
H -2.923 -1.454 -1.732 -0.05 -0.03 -0.10 -0.171
H -4.509 -2.239 -1.708 0.02 0.02 0.01 0.462
H -3.046 -3.222 -1.973 -0.04 0.05 -0.02 0.198
H -3.941 -3.612 1.642 -0.02 -0.03 0.03 0.336
H -4.025 -4.465 0.088 -0.01 0.01 0.02 0.407
H -5.252 -3.252 0.503 0.01 0.00 0.01 0.344
H 2.074 -0.640 -5.340 0.08 0.02 0.01 0.331
H 0.648 -0.519 -6.387 0.02 0.03 0.01 0.359
H 1.152 -2.090 -5.758 -0.01 -0.05 0.06 0.430
H -1.648 -1.234 -3.584 -0.04 -0.02 -0.02 0.141
H -0.908 -2.615 -4.409 -0.04 0.12 -0.06 0.237
H -1.512 -1.228 -5.354 -0.04 0.01 0.04 0.429
N -2.980 1.071 0.234 -0.10 0.04 0.11 -0.920
C -1.879 0.717 0.144 -1.64 0.45 0.10 -0.026
```
Forces are in eV/Å.

## Properties
- multiplicity = 2
- energy above the lowest of the compared OMol25 structures with the same formula, charge and spin (kJ/mol) = 151.8
- total energy (eV) = -76339.044
- charge = 0
- frontier orbital gap (spin up / spin down) (eV) = 6.83 / 6.98
- HOMO level (spin up / spin down) (eV) = -6.33 / -6.47
- ⟨S²⟩ = 0.76